No. 1
The following is a quantum chemistry calculation of 2 unconnected molecules or ions with the total composition C3H8O3, from the Open Molecules 2025 dataset.

Charge: 0
Structure (SMILES): CC(=O)O.CO
Energy relative to the best compared isomer or geometry (same formula, charge and spin): 214.86 kJ/mol
Kohn-Sham gap: 10.592 eV
Multiplicity: 1
LUMO level: 0.360 eV
E_tot: -344.76653 hartree
Maximum force: 8.08 eV Å⁻¹
HOMO level: -10.23 eV

Geometry (Å):
1 O 0.95835 -0.99514 -1.67539
2 O 0.39571 1.15270 -1.15772
3 O -2.51316 -0.24432 2.77053
4 C 1.77515 0.74177 -3.10062
5 C 1.03098 0.20628 -1.87485
6 C -1.37070 -0.68213 3.32282
7 H -1.33822 -0.52291 4.35996
8 H 2.09080 -0.01939 -3.80679
9 H -0.69916 -0.11887 2.78732
10 H -1.26947 -1.80041 3.20215
11 H 1.07945 1.35623 -3.64240
12 H -0.09351 0.68615 -0.42428
13 H -2.67205 -1.13353 2.02631
14 H 2.62583 1.37356 -2.78704

Cartesian forces, eV/Å:
-0.2 1.5 0.6
-0.3 -0.8 0.8
-4.9 -4.1 -4.9
0.0 0.6 0.8
0.4 -1.8 -1.4
1.1 -2.9 0.7
0.1 0.6 1.5
0.1 -0.4 0.5
3.2 0.6 -0.5
0.6 1.1 0.1
-0.3 0.6 -0.2
0.7 0.5 -0.9
-0.1 4.7 3.1
-0.4 -0.3 -0.2

Results of the natural (NBO) charge analysis, in e, for atoms 1 through 4: O -0.600; O -0.679; O -0.693; C -0.722

No. 2
The following is a quantum chemistry calculation of C6H15N in the gas phase, from the Open Molecules 2025 dataset.

Charge: 0
Structure (SMILES): CC[C@@H](C)[C@H](C)N
Energy relative to the best compared isomer or geometry (same formula, charge and spin): 177.22 kJ/mol
Kohn-Sham gap: 10.494 eV
Multiplicity: 1
LUMO level: 1.081 eV
E_tot: -292.30153 hartree
Maximum force: 3.46 eV Å⁻¹
HOMO level: -9.41 eV

Geometry (Å):
1 N -1.72613 -0.45926 -1.10306
2 C -1.16918 -1.88074 0.87874
3 C 0.73210 1.14523 -0.84734
4 C 2.22090 0.83954 -1.25503
5 C -1.04865 -0.48347 0.29759
6 C 0.58920 0.82978 1.64486
7 C 0.30383 0.18040 0.25936
8 H -2.20500 -2.22950 0.86353
9 H -0.99324 -0.80125 -1.72580
10 H -0.33151 -2.53840 0.60173
11 H 0.77787 2.12150 -0.33597
12 H -1.72440 0.16561 0.86313
13 H 2.65094 0.26262 -0.44674
14 H 0.89094 -0.76455 0.27349
15 H 2.42380 0.57652 -2.28154
16 H 1.59413 0.97918 2.07825
17 H 0.01257 1.10508 -1.66722
18 H 0.16574 0.07952 2.35364
19 H -0.04734 1.69295 1.88674
20 H -2.43046 -1.14478 -0.84949
21 H -1.01924 -1.90592 1.97382
22 H 2.70406 1.84115 -1.17695

Cartesian forces, eV/Å:
1.2 0.1 2.3
1.1 0.2 2.0
0.5 -0.7 0.2
-0.6 2.7 0.7
-2.6 1.7 -1.5
-1.3 -1.6 1.7
1.6 -1.0 1.6
0.3 -0.5 -0.8
-0.7 -0.6 -0.2
-0.8 -0.3 -0.8
-0.6 -0.1 -0.8
-0.1 0.0 0.2
0.4 -0.6 -0.4
0.7 0.8 -0.5
-0.2 -0.9 -0.1
-0.1 0.1 -1.1
0.3 0.4 0.0
0.3 0.3 -0.1
0.3 0.2 -0.6
-0.1 -0.3 -1.5
0.1 0.6 -0.1
0.1 -0.7 -0.1

Results of the natural (NBO) charge analysis, in e, for atoms 1 through 4: N -0.830; C -0.648; C -0.406; C -0.617

No. 3
The following is a quantum chemistry calculation of 2 unconnected molecules or ions with the total composition C4H10N2O2, from the Open Molecules 2025 dataset.

Charge: 0
Energy relative to the best compared isomer or geometry (same formula, charge and spin): 922.69 kJ/mol
Kohn-Sham gap: 4.785 eV
Multiplicity: 1
LUMO level: -2.783 eV
E_tot: -418.10953 hartree
Maximum force: 2.78 eV Å⁻¹
HOMO level: -7.57 eV

Geometry (Å):
1 O -2.43720 -1.38963 1.15231
2 O 0.98745 -0.79919 1.31986
3 N -0.58073 -0.02456 -0.18148
4 N 2.88291 0.60623 0.54796
5 C 1.66779 0.71066 -0.26244
6 C -2.31070 0.53097 -1.75401
7 C 0.65201 -0.00246 0.41254
8 C -0.90238 0.47533 -1.50224
9 H -2.81530 -0.16886 -2.41477
10 H 2.47913 -0.03490 1.31432
11 H 3.25862 1.44623 0.97529
12 H -2.89914 1.34702 -1.36082
13 H -0.86607 1.59543 -1.49863
14 H -0.05126 0.08565 -2.06356
15 H -3.18878 -1.36397 0.54102
16 H 1.71924 1.33753 -1.13389
17 H -1.43915 -0.44857 0.23578
18 H 3.57511 -0.01378 0.13141

Cartesian forces, eV/Å:
0.1 0.8 -1.5
-0.6 0.5 1.0
-1.8 0.5 0.6
-0.2 -1.3 0.3
0.0 0.6 0.5
-0.5 -1.3 -0.2
1.4 -0.2 -2.4
1.6 0.4 1.5
0.1 0.3 -0.3
-0.3 0.1 -0.1
0.2 0.1 -0.3
0.0 -0.2 0.4
0.9 0.2 0.0
-0.9 -0.1 -1.5
-0.3 -0.3 0.4
-0.3 0.2 0.2
0.1 -0.8 1.5
0.5 0.6 -0.1

Results of the natural (NBO) charge analysis, in e, for atoms 1 through 4: O -0.954; O -0.699; N -0.529; N -0.715

No. 4
The following is a quantum chemistry calculation of a molecular structure, C37H50IrN4OPSSi, from the Open Molecules 2025 dataset.

Charge: 0
Energy relative to the best compared isomer or geometry (same formula, charge and spin): 81.99 kJ/mol
Kohn-Sham gap: 6.439 eV
Multiplicity: 1
LUMO level: -0.084 eV
E_tot: -2867.56717 hartree
Maximum force: 0.93 eV Å⁻¹
HOMO level: -6.52 eV

Geometry (Å):
1 Ir -0.77909 0.37424 0.11117
2 S -3.06975 0.52141 0.81948
3 P -0.24483 0.64182 2.42627
4 Si -0.91365 -0.05893 -4.91306
5 O -0.81357 -1.74915 0.41190
6 N 1.34101 0.10846 0.00803
7 N -1.60031 2.27982 -0.23411
8 N -1.52195 -2.57585 -0.34148
9 N -3.73462 3.12265 0.41988
10 C 3.46070 0.45800 -3.64918
11 C -2.84430 2.14854 0.31347
12 C 4.44474 -0.25341 4.81425
13 C -1.63616 2.91772 3.41712
14 C -0.24814 2.31593 3.21045
15 C -3.38572 4.28324 -0.12328
16 C -2.89325 -4.48674 -1.76093
17 C -2.65479 0.13695 -5.59065
18 C -1.10061 -0.46239 3.65471
19 C -1.01259 -0.04569 5.12298
20 C -0.94627 0.09232 -3.10145
21 C 1.59008 -2.23158 -1.74499
22 C -1.29705 3.41307 -0.87011
23 C 3.44536 -0.37616 1.14382
24 C 4.17392 -0.44795 2.30517
25 C -0.88427 0.16261 -1.88468
26 C -2.19980 4.46820 -0.81165
27 C 1.49289 0.19242 2.42694
28 C 2.93501 2.44421 -0.46545
29 C -0.04242 3.50582 -1.66927
30 C 2.79258 1.36089 -1.49944
31 C 3.61506 -0.18484 3.56214
32 C 0.63803 3.27173 2.41439
33 C 3.43293 1.49533 -2.72395
34 C -1.15872 -3.87286 -0.24520
35 C 2.17582 -0.89635 -2.08989
36 C -0.26203 -1.74501 -5.40948
37 C -3.23091 -3.15074 -1.85680
38 C 2.09299 0.17522 -1.20243
39 C -1.83283 -4.84596 -0.93817
40 C 4.13450 0.62527 -4.98409
41 C -0.60365 -1.90180 3.50341
42 C 2.06691 -0.02618 1.15388
43 C -2.53115 -2.19814 -1.14019
44 C 2.85128 -0.73535 -3.29615
45 C 0.19624 1.27210 -5.62422
46 C 2.27236 0.13337 3.58547
47 H -0.90534 -2.54158 -5.03035
48 H 3.41927 3.32423 -0.88983
49 H 3.48215 1.14394 -5.69085
50 H 3.95632 2.42004 -2.94463
51 H 0.64684 -2.10079 -1.22921
52 H -1.51561 -5.87293 -0.83460
53 H -3.44066 -5.23668 -2.31372
54 H 5.04972 1.21186 -4.89550
55 H -2.64814 0.24610 -6.67721
56 H -0.59680 -2.22175 2.46505
57 H 2.25338 -2.77630 -1.06554
58 H -0.28019 3.91343 -2.65226
59 H -2.73477 -1.14124 -1.17763
60 H -3.14659 1.01188 -5.16409
61 H 5.22487 -0.71204 2.24125
62 H -1.98038 5.39895 -1.31332
63 H -4.04026 -2.81557 -2.48858
64 H -1.39558 0.95506 5.31313
65 H 0.25148 1.20747 -6.71294
66 H 0.41037 -2.00007 3.89387
67 H -2.15141 -0.42328 3.34891
68 H -2.33163 2.24272 3.91493
69 H 5.33641 0.37136 4.73593
70 H 0.41094 2.52542 -1.80005
71 H 1.97612 2.72887 -0.03910
72 H -0.31769 -4.04914 0.40682
73 H 0.66402 4.18643 -1.19208
74 H 1.44667 -2.83702 -2.64018
75 H -4.10104 5.09270 -0.02664
76 H -1.55299 3.82448 4.02021
77 H -0.21668 -1.83640 -6.49708
78 H 3.87498 0.08839 5.67842
79 H 0.22157 2.14739 4.18553
80 H 3.93182 -0.58136 0.19969
81 H -1.60416 -0.74193 5.72197
82 H 2.90321 -1.57801 -3.97833
83 H -3.26240 -0.73701 -5.34700
84 H 1.66220 2.90794 2.33897
85 H 4.78010 -1.27220 5.02082
86 H 4.38909 -0.34058 -5.42047
87 H 3.54510 2.09418 0.36917
88 H -1.25398 -2.57192 4.07084
89 H 0.24968 3.40143 1.40288
90 H -2.08619 3.20277 2.46646
91 H -0.16699 2.26738 -5.36240
92 H 0.65342 4.25149 2.89677
93 H 0.74038 -1.90359 -5.01036
94 H 1.20338 1.17085 -5.21784
95 H 0.01067 -0.09748 5.49532
96 H 1.81017 0.34333 4.54394

Cartesian forces, eV/Å:
-0.3 -0.5 0.7
-0.1 0.2 -0.4
0.2 -0.1 -0.1
0.0 0.1 0.0
0.3 0.2 0.0
0.0 0.1 -0.3
0.4 0.0 0.4
0.1 -0.1 0.0
0.0 -0.1 0.0
0.0 0.0 0.0
0.0 0.0 -0.1
0.0 0.0 0.0
0.0 0.0 0.0
0.0 0.0 0.0
0.1 0.1 -0.1
0.0 0.0 0.0
0.1 0.0 0.0
0.0 0.0 -0.1
0.0 0.0 0.0
0.0 -0.1 0.0
0.0 0.0 0.1
0.0 0.0 -0.2
-0.1 -0.1 0.0
0.0 0.0 0.0
-0.4 0.0 -0.1
-0.1 0.0 0.0
0.0 0.1 -0.1
-0.1 0.0 -0.1
0.1 0.0 0.1
0.0 -0.1 0.0
0.0 0.0 0.0
0.0 0.0 0.0
0.1 -0.1 0.0
0.0 0.0 0.0
0.0 0.0 -0.1
0.0 0.0 0.0
0.0 0.0 0.0
0.0 0.4 0.0
0.0 0.0 0.0
0.0 0.0 0.0
0.0 0.0 0.0
-0.1 0.0 0.1
0.0 0.1 0.1
0.0 0.0 0.0
0.0 0.0 0.0
0.0 -0.1 0.0
0.0 0.0 0.0
-0.1 0.0 0.0
0.0 0.0 0.0
0.0 0.0 0.0
0.0 0.0 0.0
0.0 0.0 0.0
0.0 0.0 0.0
0.0 0.0 0.0
0.0 0.0 0.0
0.0 0.0 0.0
0.0 0.0 0.0
0.0 0.0 0.0
0.0 0.0 0.0
0.0 0.0 0.0
0.0 0.0 0.0
0.0 0.0 0.0
0.0 0.0 0.0
0.0 0.0 0.0
0.0 0.0 0.0
0.0 0.0 0.0
0.0 0.0 0.0
0.0 0.0 0.0
0.0 0.0 0.0
0.0 0.0 0.0
0.0 0.0 0.0
0.0 0.0 0.0
0.0 0.0 0.0
0.0 0.0 0.0
0.0 0.0 0.0
0.0 0.0 0.0
0.0 0.0 0.0
0.0 0.0 0.0
0.0 0.0 0.0
0.0 0.0 0.0
0.0 0.0 0.0
0.0 0.0 0.0
0.0 0.0 0.0
0.0 0.0 0.0
0.0 0.0 0.0
0.0 0.0 0.0
0.1 0.0 0.0
0.0 0.0 0.0
0.0 0.0 0.0
0.0 0.0 0.0
0.0 0.0 0.0
0.0 0.0 0.0
0.0 0.0 0.0
0.0 0.0 0.0
0.0 0.0 0.0
0.0 0.0 0.0

Results of the Löwdin charge analysis, in e, for atoms 1 through 4: Ir 1.027; S 0.682; P 0.955; Si 0.411

No. 5
The following is a quantum chemistry calculation of C2H3N3S in the gas phase, from the Open Molecules 2025 dataset.

Charge: 0
Structure (SMILES): N#CC(=S)NN
Energy relative to the best compared isomer or geometry (same formula, charge and spin): 203.66 kJ/mol
Kohn-Sham gap: 8.907 eV
Multiplicity: 1
LUMO level: -0.289 eV
E_tot: -640.38215 hartree
Maximum force: 5.37 eV Å⁻¹
HOMO level: -9.20 eV

Geometry (Å):
1 S 2.13852 -1.46327 -0.03119
2 N -0.40345 -0.77863 -0.02430
3 N 1.60429 2.29194 -0.11979
4 N -1.52145 0.00147 0.29571
5 C 0.86974 -0.44225 0.02891
6 C 1.29403 1.19552 -0.11834
7 H -1.22692 0.94837 0.52818
8 H -0.58993 -1.77572 -0.06161
9 H -2.16483 0.02258 -0.49758

Cartesian forces, eV/Å:
-0.1 -0.1 0.2
-0.4 0.2 -0.1
0.4 1.2 -0.1
-0.4 0.4 0.1
2.1 3.0 -1.2
-2.3 -4.8 0.8
0.0 -0.2 -0.1
0.2 0.2 0.2
0.4 0.2 0.1

Results of the natural (NBO) charge analysis, in e, for atoms 1 through 4: S -0.045; N -0.406; N -0.317; N -0.629

No. 6
The following is a quantum chemistry calculation of a molecular structure, C34H25N2RuS4, from the Open Molecules 2025 dataset.

Charge: 0
Kohn-Sham gap (spin up / spin down): 6.866 / 6.888 eV
Multiplicity: 2
LUMO level (spin up / spin down): -0.043 / -0.058 eV
E_tot: -3107.82344 hartree
⟨S²⟩: 0.76
Maximum force: 2.00 eV Å⁻¹
HOMO level (spin up / spin down): -6.91 / -6.95 eV

Geometry (Å):
1 Ru -0.05834 -0.17171 0.44889
2 S -0.47875 -2.06807 2.05786
3 S 0.32203 1.38253 2.38675
4 S -1.54662 -1.51440 -0.88139
5 S -0.59395 2.50671 -0.41109
6 N 1.07831 0.07110 -1.39913
7 N -2.20211 0.44629 1.45676
8 C -4.25112 1.25924 0.59773
9 C 1.87259 3.64689 2.54513
10 C 0.54450 0.33563 -2.66165
11 C -1.33745 0.91535 -4.07516
12 C -1.38805 -5.76721 0.77230
13 C 2.73249 0.03616 -3.66833
14 C -2.88533 1.39718 0.83126
15 C 2.84955 -0.51247 0.02553
16 C 1.10909 4.58339 0.04769
17 C -1.02444 -4.69820 1.57317
18 C 2.03893 5.29319 0.78758
19 C -2.84148 -0.58311 2.00200
20 C 4.20328 -0.77130 0.29547
21 C -1.08109 -3.40312 1.06715
22 C 4.60745 -1.07204 1.57223
23 C 0.95897 2.89555 1.79665
24 C 1.35209 0.32198 -3.81214
25 C 2.40340 4.82269 2.04619
26 C -4.19840 -0.78745 1.83625
27 C 0.79986 0.59217 -5.08825
28 C 0.56281 3.40882 0.55804
29 C -0.82525 0.64983 -2.83938
30 C -1.47772 -3.14563 -0.23939
31 C -1.79191 -5.52368 -0.53753
32 C -4.90433 0.13881 1.08070
33 C -1.97515 -1.45144 2.87397
34 C 2.36934 -0.20004 -1.30930
35 C -1.84021 -4.23416 -1.03766
36 C -2.16830 2.68317 0.49288
37 C 2.32224 -0.85476 2.32162
38 C -0.52256 0.88388 -5.22608
39 C 3.64847 -1.11247 2.58630
40 C 1.87068 -0.53828 1.02422
41 C 3.23361 -0.21691 -2.44356
42 H 5.64934 -1.27025 1.78679
43 H 3.36678 0.02101 -4.54720
44 H 2.17691 3.27528 3.51550
45 H 4.27867 -0.44629 -2.31116
46 H 2.46689 6.20591 0.39482
47 H -1.34412 -6.77709 1.15742
48 H 1.63047 -0.87801 3.14934
49 H -0.94422 1.09060 -6.20076
50 H -2.52514 -2.28576 3.30615
51 H 4.94135 -0.74071 -0.49473
52 H -2.14275 -4.05054 -2.06076
53 H -2.05149 -6.35344 -1.18337
54 H -1.57308 -0.83046 3.67840
55 H 0.79019 4.93348 -0.92630
56 H -5.96184 0.00081 0.89421
57 H -1.48209 0.67957 -1.98859
58 H 1.45709 0.56293 -5.94944
59 H 3.94855 -1.34286 3.60193
60 H -4.68436 -1.64249 2.28635
61 H 3.12785 5.37024 2.63681
62 H -2.38930 1.15415 -4.16775
63 H -4.78409 2.02675 0.05202
64 H -0.68855 -4.85822 2.59089
65 H -1.92790 3.19278 1.42692
66 H -2.82231 3.31848 -0.10181

Cartesian forces, eV/Å:
0.0 0.4 2.0
0.0 0.6 -0.3
0.3 0.0 -0.1
0.5 -0.3 -0.5
-0.2 -0.2 -0.3
-0.4 -0.1 -0.7
-0.3 -0.1 -0.4
0.0 0.1 0.0
0.0 -0.1 0.1
-0.1 0.1 0.3
0.0 0.0 -0.2
0.0 0.0 0.0
0.0 0.0 -0.1
0.0 0.1 0.0
0.0 0.1 -0.2
-0.1 0.0 0.0
0.0 0.0 0.0
0.0 0.0 0.0
0.1 -0.2 0.1
0.0 0.0 0.0
0.1 -0.2 0.0
0.0 0.0 0.0
0.1 -0.1 -0.1
0.1 0.0 -0.2
0.0 0.0 0.0
0.0 0.1 0.1
0.1 0.0 0.1
0.0 0.1 0.1
0.1 -0.1 0.1
-0.2 0.2 0.1
0.0 0.0 0.0
0.0 0.0 0.0
-0.1 -0.1 0.0
0.3 0.0 0.0
-0.1 0.0 0.0
0.0 0.0 0.0
-0.1 0.0 -0.2
-0.2 0.0 0.1
0.1 -0.1 0.0
0.1 -0.4 -0.2
-0.1 0.0 0.2
0.0 0.0 0.0
0.0 0.0 0.0
0.0 0.0 0.0
0.0 0.0 0.0
0.0 0.0 0.0
0.0 0.0 0.0
0.0 0.0 0.0
0.0 0.0 0.0
0.0 0.0 0.0
0.0 0.0 0.0
0.0 0.0 0.0
0.0 0.0 0.0
-0.1 0.0 0.0
0.0 0.0 0.0
0.0 0.0 0.0
0.0 0.0 0.0
0.0 0.0 0.0
0.0 0.0 0.0
0.0 0.0 0.0
0.0 0.0 0.0
0.0 0.0 0.0
0.0 0.0 0.0
0.0 0.0 0.0
0.0 0.0 0.0
0.0 0.0 0.1

Results of the natural (NBO) charge analysis, in e, for atoms 1 through 4: Ru 0.365; S 0.458; S -0.106; S -0.158